[1]
56
Properties=species:S:1:pos:R:3:forces:R:3:nbo_charge:R:1 method="wB97M-V/def2-TZVPD" energy_ha=-1825.38088 smiles="CCOc1ccc(OCC)c(NC(=O)CSc2nc3c(c(=O)n(C)c(=O)n3C)n2C)c1" e_homo_ev=-8.059 fmax_ev_per_a=1.45 e_above_lowest_kcal_mol=1.0 orbital_gap_ev=8.566
C 1.894 6.422 -4.216 -0.204 -0.348 0.220 -0.62
C 0.878 5.494 -3.569 -0.102 0.300 -0.154 -0.06
O 1.584 4.387 -3.044 0.210 -0.039 -0.006 -0.50
C 0.895 3.401 -2.418 -0.231 -0.337 0.198 0.32
C -0.481 3.383 -2.229 0.171 0.356 -0.182 -0.32
C -1.072 2.316 -1.571 0.084 -0.392 0.176 -0.25
C -0.316 1.264 -1.090 -0.003 0.137 -0.040 0.29
O -0.871 0.162 -0.455 0.299 0.148 -0.459 -0.56
C -1.730 0.432 0.640 -0.112 0.122 0.534 -0.05
C -0.975 1.014 1.830 -0.107 -0.123 -0.381 -0.64
C 1.077 1.273 -1.288 -0.195 0.245 -0.011 0.12
N 1.796 0.180 -0.799 -0.576 -0.131 0.008 -0.64
C 3.136 0.051 -0.681 0.095 -0.456 0.169 0.67
O 3.969 0.857 -1.028 0.218 0.198 -0.071 -0.60
C 3.546 -1.274 -0.035 -0.055 0.068 0.222 -0.61
S 3.130 -1.341 1.739 0.335 0.093 0.070 0.30
C 1.527 -1.992 1.643 -0.202 -0.151 0.004 0.24
N 0.876 -2.222 0.507 -0.052 -0.164 -0.155 -0.57
C -0.319 -2.721 0.893 0.219 0.017 1.431 0.38
C -0.397 -2.794 2.274 -0.221 -0.048 -0.861 -0.10
C -1.563 -3.268 2.948 0.305 0.140 -0.185 0.65
O -1.737 -3.360 4.149 -0.040 -0.034 0.186 -0.62
N -2.558 -3.635 2.037 -0.153 -0.045 0.208 -0.45
C -3.786 -4.136 2.635 -0.297 -0.098 0.110 -0.42
C -2.511 -3.573 0.650 0.060 0.011 -0.244 0.80
O -3.450 -3.911 -0.038 -0.221 -0.079 -0.153 -0.63
N -1.340 -3.105 0.088 -0.097 0.008 -0.011 -0.41
C -1.223 -2.969 -1.348 -0.025 0.039 -0.393 -0.42
N 0.813 -2.316 2.740 0.059 0.079 -0.642 -0.31
C 1.217 -2.197 4.112 0.248 0.073 0.571 -0.43
C 1.666 2.337 -1.947 0.057 0.239 -0.148 -0.27
H 1.391 7.290 -4.632 -0.033 0.098 -0.050 0.21
H 2.421 5.898 -5.008 0.055 -0.008 -0.103 0.21
H 2.620 6.748 -3.476 0.075 0.076 0.048 0.22
H 0.145 5.156 -4.314 0.035 0.008 0.135 0.17
H 0.345 6.018 -2.763 0.006 -0.115 -0.082 0.17
H -1.109 4.183 -2.587 -0.023 0.094 -0.048 0.22
H -2.144 2.312 -1.439 -0.095 -0.041 0.019 0.22
H -2.541 1.107 0.344 0.037 -0.124 -0.026 0.17
H -2.168 -0.536 0.897 -0.031 0.103 -0.031 0.19
H -0.548 1.980 1.566 0.036 0.088 0.042 0.22
H -0.167 0.349 2.126 0.100 -0.103 0.053 0.20
H -1.651 1.142 2.670 -0.070 0.047 0.122 0.22
H 1.212 -0.589 -0.462 0.262 0.075 -0.069 0.45
H 3.054 -2.122 -0.508 0.085 -0.011 -0.054 0.26
H 4.629 -1.369 -0.087 -0.116 0.038 -0.032 0.26
H -4.174 -3.397 3.335 0.001 -0.077 -0.015 0.22
H -3.578 -5.056 3.180 -0.049 0.047 0.009 0.21
H -4.502 -4.323 1.839 0.091 0.021 0.100 0.25
H -2.138 -3.353 -1.794 0.126 0.036 0.032 0.25
H -0.363 -3.537 -1.700 -0.018 -0.007 -0.033 0.21
H -1.090 -1.917 -1.601 -0.012 -0.065 -0.044 0.23
H 2.106 -2.803 4.296 -0.039 -0.010 0.022 0.21
H 1.451 -1.157 4.347 -0.043 -0.020 0.024 0.21
H 0.395 -2.543 4.737 0.101 0.045 -0.029 0.26
H 2.732 2.362 -2.096 0.057 -0.021 -0.002 0.26

---

[2]
24
Properties=species:S:1:pos:R:3:forces:R:3:nbo_charge:R:1 method="wB97M-V/def2-TZVPD" energy_ha=-861.57299 smiles=CC1(C)O[C@@H]1Sc1ccccc1 e_homo_ev=-8.268 fmax_ev_per_a=4.67 e_above_lowest_kcal_mol=52.3 orbital_gap_ev=9.056
C -2.986 -0.986 0.561 1.734 2.262 3.697 -0.63
C -2.345 0.234 -0.053 0.067 -1.279 -0.571 0.20
C -2.051 0.010 -1.515 -0.965 0.187 -1.487 -0.65
O -2.906 1.515 0.278 1.082 0.088 0.462 -0.46
C -1.608 1.202 0.784 1.210 -0.437 -3.696 -0.01
S -0.024 2.020 0.030 -1.411 0.438 0.009 0.17
C 1.301 0.833 -0.011 0.377 0.628 0.372 -0.14
C 1.205 -0.439 0.458 -1.786 -0.433 1.191 -0.25
C 2.348 -1.235 0.598 -2.480 -1.837 0.313 -0.19
C 3.527 -0.782 0.115 -1.073 1.535 0.352 -0.23
C 3.678 0.546 -0.269 0.967 -0.781 -0.478 -0.19
C 2.571 1.351 -0.324 -0.699 -1.808 0.417 -0.23
H -3.543 -0.573 1.447 0.242 -1.084 -0.673 0.23
H -2.247 -1.738 0.864 0.398 0.552 0.543 0.22
H -3.520 -1.579 -0.052 -2.624 -1.179 -2.389 0.22
H -2.925 -0.613 -2.028 1.313 2.009 0.969 0.22
H -1.236 -0.692 -1.730 0.369 0.480 0.513 0.23
H -1.835 1.044 -1.936 -0.402 -1.637 -0.156 0.25
H -1.415 1.051 1.783 -0.320 -0.142 2.295 0.20
H 0.167 -0.660 0.852 1.522 -0.633 -0.438 0.21
H 2.159 -2.257 1.031 0.701 1.100 -0.554 0.22
H 4.376 -1.334 0.135 2.313 -1.907 0.169 0.20
H 4.748 0.736 -0.507 -1.175 0.942 -0.024 0.22
H 2.561 2.347 -0.511 0.638 2.937 -0.835 0.21

---

[3]
87
Properties=species:S:1:pos:R:3:forces:R:3:lowdin_spin:R:1 method="wB97M-V/def2-TZVPD" energy_ha=-2845.60271 s2=0.7777 total_charge=+2 spin_multiplicity=2 e_homo_ev="-12.071 / -12.042" fmax_ev_per_a=6.83 orbital_gap_ev="2.941 / 2.933"
C 3.561 -6.877 0.343 0.100 -0.113 -0.051 0.00
C 2.963 -5.648 1.008 -0.097 0.133 0.108 0.00
C 1.567 -5.309 0.473 0.047 -0.273 -0.125 0.00
C 0.953 -4.061 1.115 -0.251 0.329 0.214 0.00
Sn 0.607 -2.553 -0.358 0.573 -0.855 -0.644 0.00
C 2.447 -2.088 -1.339 -0.247 0.007 0.024 0.00
C 3.452 -1.557 -0.343 0.437 0.086 0.010 0.00
C 4.791 -1.188 -0.989 -0.058 -0.063 -0.027 0.00
C 5.798 -0.659 0.018 0.201 0.032 0.025 0.00
C -0.714 -3.385 -1.820 0.014 0.377 0.014 0.00
C -2.039 -3.796 -1.177 -0.340 -0.151 0.089 0.00
C -2.366 -5.284 -1.328 0.137 0.041 -0.124 0.00
C -3.665 -5.661 -0.634 -0.110 -0.097 0.039 0.00
C -0.137 -0.788 0.587 -0.018 0.702 0.240 0.00
C -1.433 -1.134 1.199 0.107 0.435 0.085 0.00
C -2.623 -0.995 0.611 -0.054 0.252 0.293 0.00
C -3.854 -1.432 1.330 -0.492 -0.166 -0.003 0.00
C -2.759 -0.394 -0.745 -0.202 -0.080 -0.420 0.00
H 4.553 -7.112 0.735 -0.085 0.051 -0.012 0.00
H 2.931 -7.756 0.494 -0.012 0.033 0.042 0.00
H 3.657 -6.735 -0.736 0.009 0.035 -0.005 0.00
H 2.911 -5.793 2.096 -0.096 -0.031 -0.152 0.00
H 3.626 -4.783 0.870 -0.063 -0.047 -0.089 0.00
H 1.623 -5.177 -0.617 0.178 -0.171 0.022 0.00
H 0.907 -6.178 0.608 0.135 0.175 0.068 0.00
H 0.000 -4.271 1.608 0.114 -0.044 0.048 0.00
H 1.614 -3.626 1.868 0.000 -0.129 0.085 0.00
H 2.815 -2.991 -1.832 0.007 0.000 -0.007 0.00
H 2.238 -1.356 -2.122 0.068 0.022 -0.077 0.00
H 3.038 -0.680 0.174 0.091 0.075 -0.045 0.00
H 3.618 -2.296 0.453 0.090 0.042 -0.109 0.00
H 5.199 -2.066 -1.509 -0.083 0.066 0.164 0.00
H 4.621 -0.447 -1.781 -0.048 -0.017 0.115 0.00
H 6.746 -0.393 -0.453 -0.058 -0.031 0.029 0.00
H 5.419 0.231 0.524 -0.034 0.055 0.011 0.00
H 6.009 -1.400 0.792 0.001 -0.014 -0.031 0.00
H -0.842 -2.656 -2.625 -0.040 -0.145 -0.046 0.00
H -0.194 -4.243 -2.252 -0.009 0.024 -0.004 0.00
H -2.024 -3.544 -0.108 -0.184 -0.250 -0.023 0.00
H -2.869 -3.201 -1.586 0.090 -0.146 -0.022 0.00
H -2.415 -5.544 -2.394 -0.039 0.125 0.117 0.00
H -1.536 -5.882 -0.928 -0.075 0.113 0.045 0.00
H -3.902 -6.721 -0.754 0.046 0.089 0.006 0.00
H -3.615 -5.452 0.436 0.045 -0.021 0.037 0.00
H -4.506 -5.089 -1.032 0.006 0.003 -0.061 0.00
H 0.592 -0.463 1.333 0.095 -0.159 0.016 0.00
H -0.229 0.012 -0.149 0.006 -0.011 -0.153 0.00
H -1.410 -1.582 2.182 0.068 -0.191 0.222 0.00
H -4.741 -1.348 0.699 0.039 -0.022 0.088 0.00
H -3.773 -2.475 1.643 -0.045 0.021 0.074 0.00
H -4.021 -0.826 2.222 -0.093 -0.033 0.094 0.00
H -3.769 -0.521 -1.138 0.088 0.041 0.026 0.00
H -2.545 0.676 -0.722 0.047 0.164 -0.131 0.00
H -2.074 -0.859 -1.454 0.079 0.067 -0.084 0.00
O 0.069 9.303 -1.118 0.558 -1.485 -0.022 0.02
C 0.518 8.256 -1.110 -0.835 2.822 0.108 0.01
Cr 1.229 6.524 -1.122 -0.538 -0.744 -0.082 1.00
C 0.730 6.266 0.667 -0.478 -0.173 2.249 0.00
O 0.408 6.085 1.745 0.308 0.149 -1.229 0.02
C 2.948 7.070 -0.672 2.731 1.112 0.758 0.00
O 4.010 7.391 -0.412 -1.401 -0.496 -0.388 0.02
C 1.527 6.377 -3.263 0.137 0.074 -0.612 -0.01
C 0.137 6.476 -2.994 0.207 -0.409 -0.149 -0.01
C -0.470 5.598 -2.068 -0.654 -0.301 -0.045 -0.01
C 0.304 4.584 -1.404 0.996 1.105 -1.608 -0.01
C -0.287 3.761 -0.448 -1.985 -2.362 3.953 0.01
C -0.800 3.161 0.525 2.590 3.056 -5.527 -0.01
C -1.342 2.635 1.615 -2.048 -0.814 3.012 0.00
C -2.500 3.146 2.261 0.813 -0.310 -0.574 -0.01
C -2.988 2.557 3.440 -0.019 -0.386 0.413 0.00
C -4.108 3.057 4.057 0.158 -0.468 0.372 0.00
C -4.769 4.151 3.527 -0.119 -0.023 0.152 -0.01
C -4.303 4.748 2.372 0.347 0.381 -0.744 0.00
C -3.183 4.259 1.746 -0.355 0.447 -0.203 0.00
C 1.711 4.497 -1.688 -0.027 -0.691 -0.089 -0.01
C 2.302 5.373 -2.625 -0.241 -0.038 -0.148 -0.01
H 2.003 7.075 -3.956 -0.203 -0.316 0.255 0.00
H -0.456 7.259 -3.473 0.206 -0.247 0.223 0.00
H -1.530 5.694 -1.825 0.393 -0.066 -0.168 0.00
H -0.824 1.810 2.074 0.096 -0.464 0.152 0.00
H -2.475 1.707 3.857 0.085 -0.204 0.072 0.00
H -4.479 2.599 4.959 0.004 -0.094 0.114 0.00
H -5.645 4.545 4.015 -0.144 0.022 0.098 0.00
H -4.813 5.601 1.960 -0.105 0.147 -0.055 0.00
H -2.810 4.726 0.851 0.000 0.143 -0.213 0.00
H 2.319 3.766 -1.151 -0.223 0.207 -0.251 0.00
H 3.371 5.298 -2.838 -0.341 0.093 0.173 0.00

---

[4]
10
Properties=species:S:1:pos:R:3:forces:R:3:nbo_charge:R:1 method="wB97M-V/def2-TZVPD" energy_ha=-292.26208 e_homo_ev="-7.718 / -7.437" fmax_ev_per_a=2.48 e_above_lowest_kcal_mol=84.2 orbital_gap_ev="8.505 / 8.174"
C 2.042 -0.067 -0.024 1.891 0.018 -0.303 -0.15
C -0.355 -0.328 0.331 0.382 -1.356 0.611 0.60
C -1.664 0.380 0.014 0.724 -0.700 2.272 -0.70
O 0.784 0.326 0.144 -0.915 -0.085 0.031 -0.44
F -0.253 -1.710 0.096 -0.273 1.793 -0.143 -0.36
H 2.445 -0.937 -0.604 -1.324 0.625 0.809 0.18
H 2.749 0.740 0.234 -0.586 -0.519 -0.317 0.16
H -1.424 0.815 -0.906 -0.505 1.072 -1.652 0.22
H -1.905 1.213 0.807 0.310 -1.860 -1.536 0.24
H -2.419 -0.433 -0.092 0.296 1.011 0.229 0.25